Entry 1:
C37H46N4Pd | the ωB97M-V functional and the def2-TZVPD basis

Computed properties:
Energy above the lowest of the compared OMol25 structures with the same formula, charge and spin = 30.5 kcal per mole
Max |F| = 1.15 eV Å⁻¹
Kohn-Sham gap (spin up / spin down) = 5.790 / 5.786 eV
Calculated total energy = -48555.0494 eV
HOMO energy (spin up / spin down) = -6.543 / -6.539 eV

ORCA input file:
```
! wB97M-V def2-TZVPD RIJCOSX def2/J DEFGRID3
* xyz 0 1
Pd 0.01 0.34 0.39
C 5.60 -2.24 0.78
C 5.39 -0.87 1.44
C 4.22 -0.14 0.86
C 4.22 0.86 -0.06
C 5.39 1.57 -0.66
C 5.76 2.84 0.10
C 2.83 1.20 -0.31
C 2.42 2.22 -1.13
C 1.11 2.62 -1.35
C 0.71 3.69 -2.24
C 1.64 4.61 -2.96
C 2.25 5.67 -2.05
C -0.65 3.70 -2.24
C -1.07 2.64 -1.34
C -2.38 2.27 -1.10
C -2.80 1.24 -0.27
N -2.00 0.42 0.46
C -2.81 -0.38 1.19
C -2.39 -1.30 2.14
C -1.09 -1.60 2.47
N 0.01 -1.04 1.88
C 1.11 -1.62 2.46
C 2.41 -1.35 2.11
C 2.83 -0.43 1.16
N 2.02 0.38 0.43
C 0.69 -2.56 3.46
C -0.67 -2.55 3.47
C -1.61 -3.31 4.36
C -2.13 -2.45 5.52
C 1.62 -3.33 4.34
C 2.17 -2.49 5.49
C -4.19 -0.08 0.90
C -4.19 0.93 -0.01
C -5.35 1.59 -0.68
C -5.58 1.07 -2.10
C -5.36 -0.81 1.48
C -5.59 -2.16 0.80
N 0.02 2.02 -0.81
C -1.58 4.63 -2.95
C -2.01 5.80 -2.07
H 6.45 -2.77 1.22
H 5.79 -2.12 -0.29
H 4.71 -2.87 0.88
H 6.29 -0.27 1.32
H 5.25 -1.00 2.52
H 5.18 1.80 -1.71
H 6.25 0.89 -0.68
H 4.92 3.54 0.12
H 6.61 3.35 -0.36
H 6.01 2.62 1.14
H 3.19 2.78 -1.65
H 1.10 5.10 -3.78
H 2.44 4.02 -3.44
H 1.48 6.29 -1.60
H 2.93 6.32 -2.60
H 2.81 5.20 -1.23
H -3.15 2.84 -1.60
H -3.16 -1.84 2.67
H 3.19 -1.90 2.63
H -1.09 -4.18 4.76
H -2.44 -3.69 3.78
H -1.31 -2.10 6.14
H -2.82 -3.02 6.15
H -2.66 -1.57 5.15
H 2.44 -3.73 3.75
H 1.10 -4.20 4.75
H 2.71 -1.62 5.11
H 2.86 -3.07 6.11
H 1.36 -2.12 6.12
H -5.20 2.67 -0.70
H -6.25 1.42 -0.09
H -4.70 1.23 -2.73
H -6.43 1.56 -2.57
H -5.78 -0.01 -2.09
H -6.26 -0.20 1.39
H -5.21 -0.96 2.55
H -5.80 -2.03 -0.26
H -6.43 -2.69 1.25
H -4.71 -2.80 0.88
H -2.46 4.09 -3.29
H -1.09 5.01 -3.85
H -2.51 5.45 -1.17
H -2.70 6.47 -2.60
H -1.15 6.39 -1.75
C 0.00 -1.60 -0.48
H 0.87 -2.18 -0.16
H -0.86 -2.19 -0.13
*
```


Entry 2:
C37H47As3Br3CoN3O3 | the ωB97M-V functional and the def2-TZVPD basis

Computed properties:
Energy above the lowest of the compared OMol25 structures with the same formula, charge and spin = 15.5 kcal per mole
Max |F| = 1.01 eV Å⁻¹
Kohn-Sham gap (spin up / spin down) = 7.033 / 7.051 eV
Calculated total energy = -480014.4360 eV
HOMO energy (spin up / spin down) = -7.300 / -7.317 eV

ORCA input file:
```
! wB97M-V def2-TZVPD RIJCOSX def2/J DEFGRID3
* xyz 0 4
Co -1.35 0.01 -1.32
O -2.37 -3.95 2.40
C -3.50 -3.66 1.65
C -4.76 -4.10 2.01
C -5.86 -3.73 1.25
C -5.69 -2.93 0.12
C -4.41 -2.51 -0.23
C -3.31 -2.87 0.53
C -1.91 -2.41 0.13
O -1.86 -1.85 -1.10
N -1.46 -1.43 1.20
N -1.02 -0.25 0.86
C -0.44 0.49 1.75
C -0.07 1.89 1.55
Br -0.79 2.73 0.00
C 0.59 2.68 2.38
C 1.23 2.32 3.67
C 1.38 3.32 4.63
C 1.98 3.07 5.85
C 2.47 1.80 6.14
C 2.36 0.80 5.19
C 1.75 1.05 3.96
H -2.60 -4.54 3.11
H -4.88 -4.72 2.90
H -6.85 -4.07 1.53
H -6.55 -2.64 -0.48
H -4.24 -1.91 -1.12
H -1.23 -3.26 0.24
H -1.15 -1.81 2.08
H -0.31 0.10 2.75
H 0.61 3.73 2.14
H 1.00 4.32 4.40
H 2.08 3.87 6.58
H 2.95 1.60 7.09
H 2.76 -0.19 5.39
H 1.75 0.28 3.21
C 1.48 -0.57 -3.88
As 1.07 0.53 -2.34
C 0.87 2.23 -3.29
C 2.83 0.97 -1.58
C 3.87 -0.09 -1.10
C 4.29 -0.96 -2.30
C 3.37 -0.99 0.06
As 2.12 -2.45 -0.39
C 2.10 -3.23 1.41
C 3.40 -3.78 -1.06
C 5.17 0.63 -0.65
As 5.39 2.13 0.61
C 4.86 1.22 2.26
C 3.81 3.27 0.45
H 2.44 -0.29 -4.32
H 0.67 -0.40 -4.59
H 1.49 -1.62 -3.61
H 1.84 2.57 -3.64
H 0.43 2.99 -2.64
H 0.20 2.06 -4.14
H 2.58 1.63 -0.75
H 3.32 1.58 -2.34
H 3.46 -1.54 -2.70
H 5.09 -1.66 -2.01
H 4.68 -0.33 -3.11
H 2.86 -0.37 0.81
H 4.22 -1.47 0.55
H 3.12 -3.33 1.79
H 1.65 -4.22 1.34
H 1.52 -2.63 2.10
H 4.40 -3.62 -0.64
H 3.47 -3.75 -2.15
H 3.04 -4.76 -0.76
H 5.68 0.99 -1.54
H 5.85 -0.10 -0.21
H 5.57 0.42 2.49
H 3.86 0.81 2.18
H 4.88 1.94 3.09
H 3.61 3.53 -0.59
H 4.05 4.19 0.99
H 2.92 2.82 0.89
C -3.90 0.84 0.99
C -4.30 1.11 -0.44
C -5.60 1.59 -0.73
C -5.99 1.79 -2.02
C -5.09 1.52 -3.07
C -5.38 1.67 -4.45
Br -7.08 2.29 -5.01
C -4.44 1.38 -5.39
C -3.16 0.92 -5.01
Br -1.90 0.54 -6.35
C -2.79 0.75 -3.68
O -1.62 0.34 -3.29
C -3.80 1.06 -2.71
N -3.43 0.87 -1.40
H -4.78 0.87 1.64
H -3.19 1.59 1.34
H -3.44 -0.14 1.08
H -6.29 1.78 0.09
H -6.98 2.15 -2.25
H -4.67 1.50 -6.44
*
```


Entry 3:
C37H47BBiFN12O5S | the ωB97M-V functional and the def2-TZVPD basis

Computed properties:
Max |F| = 0.56 eV Å⁻¹
Kohn-Sham gap = 7.196 eV
Calculated total energy = -87321.6379 eV
HOMO energy = -8.035 eV

ORCA input file:
```
! wB97M-V def2-TZVPD RIJCOSX def2/J DEFGRID3
* xyz 0 1
Bi 0.18 -0.96 -0.67
C -2.09 -0.38 -3.20
C -3.27 0.06 -2.35
C -4.30 -1.06 -2.23
C -2.90 0.60 -1.00
C -3.74 1.38 -0.22
C -3.03 1.64 0.93
N -1.83 1.05 0.85
N -1.74 0.41 -0.35
B -0.79 1.22 2.03
N -0.39 -0.18 2.62
C -0.45 -0.52 3.91
C 0.27 -1.68 4.11
C 0.78 -2.01 2.84
N 0.35 -1.10 1.95
C 1.73 -3.12 2.49
C 2.05 -3.19 1.00
C 1.22 -4.47 3.00
N 0.40 2.08 1.72
C 0.71 3.28 2.38
C 1.99 3.83 1.89
C 2.51 2.88 0.84
N 2.74 1.49 1.23
C 3.33 3.43 -0.32
C 4.30 4.51 0.17
C 4.08 2.33 -1.06
H -2.42 -0.63 -4.21
H -1.34 0.41 -3.29
H -1.63 -1.28 -2.80
H -3.75 0.90 -2.86
H -3.86 -1.93 -1.74
H -5.17 -0.74 -1.65
H -4.65 -1.35 -3.22
H -4.74 1.70 -0.46
H -3.30 2.19 1.81
H -1.42 1.77 2.90
H -0.99 0.10 4.61
H 0.44 -2.20 5.03
H 2.66 -2.89 3.01
H 1.17 -3.47 0.42
H 2.48 -2.26 0.64
H 2.78 -3.97 0.82
H 0.33 -4.79 2.45
H 1.99 -5.24 2.85
H 0.98 -4.44 4.06
H 0.35 3.43 3.39
H 2.66 4.38 2.53
H 2.63 3.90 -1.02
H 4.98 4.11 0.92
H 4.90 4.88 -0.66
H 3.78 5.36 0.61
H 4.76 1.81 -0.38
H 3.41 1.59 -1.49
H 4.67 2.77 -1.87
C 6.61 0.18 2.87
C 5.13 -0.01 2.65
O 4.65 -1.07 2.30
N 4.35 1.08 2.94
C 2.94 1.12 2.62
C 1.44 1.85 0.76
C 0.72 4.57 1.45
C 0.11 4.54 0.14
C -0.02 3.67 -0.90
C 0.34 2.29 -1.19
N 0.95 1.39 -0.51
H 7.15 -0.50 2.22
H 6.84 -0.07 3.91
H 6.93 1.20 2.69
H 4.82 1.96 3.07
H 2.49 1.85 3.31
H 2.49 0.15 2.80
H 0.56 5.49 1.99
H -0.40 5.47 -0.07
H -0.59 4.08 -1.73
H -0.03 1.94 -2.16
F -5.29 -0.54 2.25
C -5.10 -1.76 1.73
C -3.87 -2.26 1.57
N -3.66 -3.53 1.07
C -2.32 -4.05 0.94
C -1.55 -3.54 -0.28
O -0.83 -4.30 -0.90
O -1.69 -2.28 -0.52
C -4.72 -4.34 0.69
O -4.58 -5.46 0.26
N -5.96 -3.76 0.86
C -6.29 -2.50 1.35
O -7.43 -2.12 1.44
H -2.98 -1.70 1.83
H -2.38 -5.14 0.88
H -1.76 -3.75 1.83
H -6.74 -4.35 0.58
C -0.68 1.75 -6.68
C -0.37 0.39 -6.13
C -0.79 -0.78 -6.76
C -0.48 -1.97 -6.13
N 0.19 -2.03 -4.99
C 0.56 -0.86 -4.47
S 1.50 -0.90 -2.97
N 0.30 0.34 -4.98
H -1.01 1.70 -7.71
H 0.21 2.38 -6.61
H -1.46 2.22 -6.08
H -1.33 -0.75 -7.69
H -0.78 -2.92 -6.56
*
```


Entry 4:
C37H47MnN4O2 | the ωB97M-V functional and the def2-TZVPD basis

Computed properties:
Energy above the lowest of the compared OMol25 structures with the same formula, charge and spin = 41.9 kcal per mole
Max |F| = 4.06 eV Å⁻¹
Kohn-Sham gap (spin up / spin down) = 5.688 / 5.715 eV
Calculated total energy = -80507.7768 eV
HOMO energy (spin up / spin down) = -3.496 / -3.504 eV

ORCA input file:
```
! wB97M-V def2-TZVPD RIJCOSX def2/J DEFGRID3
* xyz -1 2
Mn -0.23 -0.44 -0.36
C -6.23 -0.23 0.46
C -5.52 0.87 1.27
C -4.16 1.18 0.73
C -3.77 2.24 -0.03
C -4.60 3.38 -0.53
C -4.43 4.65 0.31
C -2.36 2.02 -0.32
N -1.92 0.89 0.26
C -2.98 0.36 0.92
C -2.89 -0.72 1.75
C -1.73 -1.39 2.08
C -1.63 -2.42 3.09
C -2.79 -2.99 3.84
C -3.54 -4.06 3.04
C -0.31 -2.75 3.18
C 0.37 -1.92 2.21
C 1.74 -1.99 1.96
C 2.43 -1.31 0.99
N 1.88 -0.40 0.15
C 2.88 -0.05 -0.70
C 2.74 0.87 -1.73
C 1.61 1.61 -1.96
N 0.44 1.47 -1.28
C -0.34 2.52 -1.64
C -1.60 2.81 -1.17
C 0.35 3.34 -2.62
C 1.55 2.76 -2.84
C 2.64 3.19 -3.78
C 3.71 4.04 -3.09
C -0.21 4.57 -3.27
C -1.15 4.24 -4.44
C 4.10 -0.75 -0.38
C 3.83 -1.52 0.70
C 4.75 -2.44 1.44
C 5.26 -1.83 2.75
C 5.39 -0.62 -1.14
C 5.39 -1.44 -2.43
N -0.50 -1.12 1.57
C 0.34 -3.77 4.06
C 0.50 -5.12 3.36
H -7.22 -0.44 0.86
H -5.64 -1.15 0.48
H -6.33 0.08 -0.58
H -5.44 0.56 2.31
H -6.13 1.78 1.27
H -5.65 3.08 -0.54
H -4.34 3.59 -1.57
H -4.73 4.46 1.34
H -5.04 5.47 -0.08
H -3.39 4.97 0.32
H -3.80 -1.03 2.25
H -3.48 -2.19 4.12
H -2.44 -3.42 4.79
H -3.93 -3.64 2.11
H -4.38 -4.47 3.61
H -2.87 -4.88 2.77
H 2.31 -2.69 2.56
H 3.62 1.09 -2.33
H -2.06 3.71 -1.55
H 2.20 3.76 -4.60
H 3.11 2.31 -4.22
H 3.26 4.95 -2.67
H 4.49 4.34 -3.79
H 4.17 3.49 -2.27
H 0.61 5.20 -3.63
H -0.75 5.17 -2.53
H -0.62 3.66 -5.20
H -1.54 5.15 -4.91
H -1.99 3.64 -4.10
H 5.61 -2.69 0.80
H 4.24 -3.38 1.64
H 5.79 -0.90 2.56
H 5.93 -2.52 3.27
H 4.42 -1.60 3.41
H 6.22 -0.94 -0.50
H 5.58 0.43 -1.37
H 5.24 -2.49 -2.21
H 6.34 -1.33 -2.97
H 4.59 -1.11 -3.09
H -0.26 -3.90 4.97
H 1.32 -3.41 4.38
H -0.47 -5.51 3.06
H 0.98 -5.85 4.01
H 1.10 -5.01 2.46
O -1.53 -1.28 -0.93
C 0.78 -2.55 -2.04
O 0.53 -2.34 -0.72
H 1.16 -3.57 -2.22
H 1.55 -1.86 -2.45
H -0.11 -2.43 -2.68
*
```


What did the third record say?
C37H47BBiFN12O5S | the ωB97M-V functional and the def2-TZVPD basis

Computed properties:
Max |F| = 0.56 eV Å⁻¹
Kohn-Sham gap = 7.196 eV
Calculated total energy = -87321.6379 eV
HOMO energy = -8.035 eV

ORCA input file:
```
! wB97M-V def2-TZVPD RIJCOSX def2/J DEFGRID3
* xyz 0 1
Bi 0.18 -0.96 -0.67
C -2.09 -0.38 -3.20
C -3.27 0.06 -2.35
C -4.30 -1.06 -2.23
C -2.90 0.60 -1.00
C -3.74 1.38 -0.22
C -3.03 1.64 0.93
N -1.83 1.05 0.85
N -1.74 0.41 -0.35
B -0.79 1.22 2.03
N -0.39 -0.18 2.62
C -0.45 -0.52 3.91
C 0.27 -1.68 4.11
C 0.78 -2.01 2.84
N 0.35 -1.10 1.95
C 1.73 -3.12 2.49
C 2.05 -3.19 1.00
C 1.22 -4.47 3.00
N 0.40 2.08 1.72
C 0.71 3.28 2.38
C 1.99 3.83 1.89
C 2.51 2.88 0.84
N 2.74 1.49 1.23
C 3.33 3.43 -0.32
C 4.30 4.51 0.17
C 4.08 2.33 -1.06
H -2.42 -0.63 -4.21
H -1.34 0.41 -3.29
H -1.63 -1.28 -2.80
H -3.75 0.90 -2.86
H -3.86 -1.93 -1.74
H -5.17 -0.74 -1.65
H -4.65 -1.35 -3.22
H -4.74 1.70 -0.46
H -3.30 2.19 1.81
H -1.42 1.77 2.90
H -0.99 0.10 4.61
H 0.44 -2.20 5.03
H 2.66 -2.89 3.01
H 1.17 -3.47 0.42
H 2.48 -2.26 0.64
H 2.78 -3.97 0.82
H 0.33 -4.79 2.45
H 1.99 -5.24 2.85
H 0.98 -4.44 4.06
H 0.35 3.43 3.39
H 2.66 4.38 2.53
H 2.63 3.90 -1.02
H 4.98 4.11 0.92
H 4.90 4.88 -0.66
H 3.78 5.36 0.61
H 4.76 1.81 -0.38
H 3.41 1.59 -1.49
H 4.67 2.77 -1.87
C 6.61 0.18 2.87
C 5.13 -0.01 2.65
O 4.65 -1.07 2.30
N 4.35 1.08 2.94
C 2.94 1.12 2.62
C 1.44 1.85 0.76
C 0.72 4.57 1.45
C 0.11 4.54 0.14
C -0.02 3.67 -0.90
C 0.34 2.29 -1.19
N 0.95 1.39 -0.51
H 7.15 -0.50 2.22
H 6.84 -0.07 3.91
H 6.93 1.20 2.69
H 4.82 1.96 3.07
H 2.49 1.85 3.31
H 2.49 0.15 2.80
H 0.56 5.49 1.99
H -0.40 5.47 -0.07
H -0.59 4.08 -1.73
H -0.03 1.94 -2.16
F -5.29 -0.54 2.25
C -5.10 -1.76 1.73
C -3.87 -2.26 1.57
N -3.66 -3.53 1.07
C -2.32 -4.05 0.94
C -1.55 -3.54 -0.28
O -0.83 -4.30 -0.90
O -1.69 -2.28 -0.52
C -4.72 -4.34 0.69
O -4.58 -5.46 0.26
N -5.96 -3.76 0.86
C -6.29 -2.50 1.35
O -7.43 -2.12 1.44
H -2.98 -1.70 1.83
H -2.38 -5.14 0.88
H -1.76 -3.75 1.83
H -6.74 -4.35 0.58
C -0.68 1.75 -6.68
C -0.37 0.39 -6.13
C -0.79 -0.78 -6.76
C -0.48 -1.97 -6.13
N 0.19 -2.03 -4.99
C 0.56 -0.86 -4.47
S 1.50 -0.90 -2.97
N 0.30 0.34 -4.98
H -1.01 1.70 -7.71
H 0.21 2.38 -6.61
H -1.46 2.22 -6.08
H -1.33 -0.75 -7.69
H -0.78 -2.92 -6.56
*
```